The ion C4H5N3O3 with charge +2 in a non-equilibrium geometry, computed with wB97M-V/def2-TZVPD.

Properties
<S²>: 2.012
HOMO energy (alpha / beta): -18.30 / -21.12 eV
Frontier orbital gap (alpha / beta): 8.85 / 7.89 eV
LUMO (alpha / beta): -9.45 / -13.22 eV
Spin multiplicity: 3
Total charge: +2

Cartesian coordinates (Å):
C (-1.2156, 0.9352, 0.9359)
C (0.9025, 0.2225, 1.1051)
C (-0.9861, 0.1787, -0.1982)
C (-0.3451, -0.1361, -2.2767)
N (0.7908, -0.3152, -1.3467)
N (-0.0796, 0.9102, 1.6759)
N (0.3816, -0.4204, -0.0544)
O (-0.4521, -0.2592, -3.4236)
O (-1.4089, 0.1792, -1.4129)
O (-0.0503, -1.7517, 0.5791)
H (-2.1572, 1.5771, 1.2196)
H (1.9997, 0.2042, 1.4363)
H (1.6925, -0.4708, -1.7568)
H (0.1797, 1.3471, 2.5821)
H (0.7482, -2.2007, 0.9353)


A structure of composition C18H49AlNO18P4 in a non-equilibrium geometry, computed with wB97M-V/def2-TZVPD.

Properties
HOMO energy: -4.90 eV
Frontier orbital gap: 5.50 eV
LUMO: 0.60 eV
Total charge: -1

Cartesian coordinates (Å):
C (-1.2854, -5.4434, 1.8639)
C (-2.1992, -4.6588, 0.9288)
N (-2.1754, -4.8972, -0.3218)
C (-3.0362, -3.6152, 1.5610)
Al (-2.7240, -1.7611, 0.7107)
C (-0.7403, -1.4814, 0.2785)
O (0.0260, -0.6490, 1.2352)
C (0.5116, -1.3034, 2.2901)
C (1.4094, -2.5121, 2.1305)
O (0.2832, -0.8986, 3.4171)
H (-1.7339, -5.6210, 2.8349)
H (-0.9098, -6.3535, 1.4061)
H (-0.4126, -4.8097, 2.0348)
H (-1.5158, -5.6579, -0.4722)
H (-2.8447, -3.6067, 2.6335)
H (-4.0830, -3.8873, 1.4260)
H (-3.3550, -0.5783, 1.6182)
H (-3.5248, -1.7960, -0.6999)
H (-0.2720, -2.4484, 0.0905)
H (-0.7078, -0.9440, -0.6668)
H (2.4504, -2.2504, 2.2722)
H (1.2795, -3.0001, 1.1714)
H (1.1182, -3.2387, 2.8781)
C (1.0695, 2.1789, 1.0653)
O (1.1888, 3.6166, 1.2530)
P (1.2479, 4.5520, -0.0888)
O (2.6501, 4.3706, -0.5721)
O (1.0077, 5.9003, 0.7649)
C (1.6684, 6.1098, 2.0050)
O (0.5026, 5.2794, -1.3631)
C (-0.2758, 4.4353, -2.2421)
H (0.9344, 1.7201, 2.0389)
H (0.2058, 1.9433, 0.4491)
H (1.9749, 1.7848, 0.6039)
H (2.6988, 5.7585, 1.9795)
H (1.1229, 5.6160, 2.8081)
H (1.6631, 7.1810, 2.2042)
H (-1.0976, 3.9626, -1.7042)
H (0.3589, 3.6694, -2.6943)
H (-0.6879, 5.0584, -3.0305)
C (8.3342, 6.1902, 3.2381)
O (7.2456, 5.6260, 2.4919)
P (7.2305, 3.9747, 2.3318)
O (8.2771, 3.7370, 1.2993)
O (5.7310, 3.9254, 1.7980)
C (5.2464, 4.8619, 0.8239)
O (7.0324, 2.4884, 3.0262)
C (7.7248, 2.2492, 4.2631)
H (8.1484, 7.2565, 3.3436)
H (8.4010, 5.7475, 4.2329)
H (9.2737, 6.0404, 2.7035)
H (5.9947, 5.0724, 0.0592)
H (4.9466, 5.7848, 1.3201)
H (4.3584, 4.4289, 0.3523)
H (7.3908, 2.9373, 5.0424)
H (8.8048, 2.3493, 4.1220)
H (7.5065, 1.2328, 4.5783)
C (-4.1074, 7.5921, -2.3591)
O (-4.8423, 6.6699, -3.1862)
P (-5.4647, 5.3313, -2.4328)
O (-4.2706, 4.4649, -2.2608)
O (-6.3816, 4.9659, -3.7021)
C (-5.8733, 5.0589, -5.0274)
O (-6.5973, 4.6252, -1.4659)
C (-6.7905, 5.1977, -0.1572)
H (-3.8586, 8.4582, -2.9671)
H (-4.7072, 7.9212, -1.5105)
H (-3.1874, 7.1266, -2.0029)
H (-4.8424, 4.7107, -5.0892)
H (-5.9489, 6.0843, -5.3873)
H (-6.4973, 4.4331, -5.6625)
H (-7.1295, 6.2333, -0.2259)
H (-5.8640, 5.1505, 0.4199)
H (-7.5498, 4.6137, 0.3542)
C (-0.9381, -12.5274, -1.7863)
O (-1.8075, -11.4212, -2.0659)
P (-1.1331, -9.8956, -1.9563)
O (-1.1188, -9.8012, -0.4617)
O (-2.3657, -9.1484, -2.6438)
C (-3.7080, -9.5529, -2.3951)
O (-0.1255, -8.6211, -2.2934)
C (1.2427, -8.9307, -2.6086)
H (-1.4848, -13.4430, -2.0000)
H (-0.0479, -12.4974, -2.4156)
H (-0.6479, -12.5184, -0.7347)
H (-3.8595, -9.8207, -1.3500)
H (-3.9745, -10.3867, -3.0438)
H (-4.3519, -8.7125, -2.6435)
H (1.3126, -9.5466, -3.5073)
H (1.7189, -9.4466, -1.7703)
H (1.7646, -7.9945, -2.7848)


The molecule C6H10O, computed with wB97M-V/def2-TZVPD.

Properties
HOMO energy: -9.23 eV
Structure (SMILES): C1=CCOCCC1
Frontier orbital gap: 10.29 eV
Relative energy (zero: lowest compared OMol25 entry of this formula, charge and spin): 83.8 kJ/mol
LUMO: 1.06 eV

Cartesian coordinates (Å):
C (0.4077, 1.6271, -0.2248)
C (1.4714, 0.8983, 0.1016)
C (1.4992, -0.6040, 0.3203)
O (0.7733, -1.3847, -0.6124)
C (-0.5809, -1.5834, -0.2920)
C (-1.2773, -0.2976, 0.1831)
C (-0.9913, 1.1004, -0.4162)
H (0.5419, 2.7051, -0.3573)
H (2.4247, 1.4122, 0.2331)
H (1.1751, -0.8332, 1.3500)
H (2.5357, -0.9352, 0.2303)
H (-0.6927, -2.2954, 0.5452)
H (-1.0233, -2.1319, -1.1413)
H (-0.9753, -0.2191, 1.2330)
H (-2.3605, -0.4620, 0.1869)
H (-1.2745, 1.2138, -1.4729)
H (-1.6533, 1.7896, 0.1334)


A structure of composition H26NeO13, computed with wB97M-V/def2-TZVPD.

Properties
HOMO energy: -10.11 eV
Frontier orbital gap: 9.80 eV
Relative energy (zero: lowest compared OMol25 entry of this formula, charge and spin): 73.4 kJ/mol
LUMO: -0.31 eV

Cartesian coordinates (Å):
Ne (-0.0847, -0.0615, -0.0262)
O (2.8159, -1.8428, -0.4284)
H (2.7513, -1.4211, 0.4285)
H (3.1922, -2.7035, -0.2446)
O (-2.1756, -0.0671, 1.8893)
H (-2.1259, 0.8888, 1.8760)
H (-2.8730, -0.2624, 2.5151)
O (-0.6417, -1.1821, -2.6127)
H (-1.4106, -0.9031, -2.1156)
H (-0.9965, -1.7148, -3.3245)
O (1.5924, 3.8224, 1.2684)
H (0.9137, 3.9112, 1.9376)
H (1.8101, 2.8903, 1.2697)
O (3.1811, -0.1605, 1.7728)
H (3.7621, 0.4393, 2.2407)
H (2.3804, -0.1769, 2.2970)
O (-2.4556, 2.8186, 1.8915)
H (-2.2475, 2.8582, 0.9580)
H (-2.7167, 3.7114, 2.1172)
O (0.0287, -3.7602, -1.7624)
H (-0.8789, -4.0209, -1.6053)
H (-0.0241, -2.8317, -1.9886)
O (0.5641, -0.7362, 2.6489)
H (-0.2806, -0.3489, 2.4195)
H (0.3459, -1.6041, 2.9885)
O (-1.0407, -3.6365, 1.4030)
H (-1.3178, -3.0531, 0.6965)
H (-0.1052, -3.7702, 1.2508)
O (1.8570, 0.0901, -2.4817)
H (2.1046, -0.6360, -1.9093)
H (0.9185, -0.0285, -2.6276)
O (-2.0046, 2.4076, -0.8557)
H (-2.2797, 1.9184, -1.6311)
H (-2.2938, 3.3047, -1.0228)
O (-2.9363, -0.8489, -0.8115)
H (-3.6192, -0.2726, -1.1548)
H (-2.8283, -0.5766, 0.0998)
O (2.9653, 2.8007, -2.1942)
H (3.5307, 2.8520, -2.9649)
H (2.6230, 1.9069, -2.2067)


A structure of composition C10H28OP2Yb in a non-equilibrium geometry, computed with wB97M-V/def2-TZVPD.

Properties
<S²>: 0.752
HOMO energy (alpha / beta): -10.81 / -10.84 eV
Frontier orbital gap (alpha / beta): 7.02 / 7.01 eV
LUMO (alpha / beta): -3.79 / -3.84 eV
Spin multiplicity: 2
Total charge: +1

Cartesian coordinates (Å):
Yb (0.1727, -0.5649, -0.9046)
H (-0.9051, -1.3550, -2.6071)
H (-0.7695, -0.6184, -2.8158)
P (0.5657, 2.1906, -0.7807)
C (-0.5517, 3.6108, -0.5330)
H (-0.0940, 4.5547, -0.8654)
H (-1.4850, 3.4544, -1.0838)
H (-0.8217, 3.7047, 0.5244)
C (2.1434, 2.8858, -0.1652)
H (2.9617, 2.2049, -0.4306)
H (2.3355, 3.8799, -0.5947)
H (2.1132, 2.9660, 0.9267)
C (0.8687, 2.3534, -2.5954)
H (-0.0663, 2.1625, -3.1406)
H (1.2340, 3.3684, -2.8236)
H (1.6180, 1.6105, -2.9162)
C (-2.0906, 0.6515, 0.2381)
O (-3.0857, 1.0619, 0.6427)
H (2.1032, -0.5191, -0.5543)
H (0.1186, 0.3395, 0.9450)
C (-0.8353, -3.0305, 3.6108)
C (-0.4971, -3.6667, 2.2657)
P (-0.7983, -2.4944, 0.9181)
C (-0.0753, -3.3741, -0.5408)
C (-0.4390, -4.8492, -0.7342)
C (-2.6425, -2.5303, 0.7694)
C (-3.4032, -3.8475, 0.9636)
H (-0.2578, -2.0951, 3.7238)
H (-0.5227, -3.7261, 4.4075)
H (-1.9236, -2.8531, 3.7027)
H (0.5702, -3.9392, 2.2588)
H (-1.0856, -4.5882, 2.1205)
H (-0.3818, -2.8696, -1.4846)
H (1.0312, -3.3184, -0.4556)
H (-1.4884, -4.9696, -1.0342)
H (0.1675, -5.2324, -1.5709)
H (-0.2304, -5.4656, 0.1490)
H (-3.0204, -1.8137, 1.5266)
H (-2.9137, -2.1109, -0.2144)
H (-3.1631, -4.3333, 1.9164)
H (-4.4844, -3.6056, 0.9702)
H (-3.2372, -4.5302, 0.1173)


A cluster of 2 separate species, CH4N2S3 in total in a non-equilibrium geometry, computed with wB97M-V/def2-TZVPD.

Properties
HOMO energy: -8.73 eV
Frontier orbital gap: 7.75 eV
Relative energy (zero: lowest compared OMol25 entry of this formula, charge and spin): 225.6 kJ/mol
LUMO: -0.98 eV

Cartesian coordinates (Å):
C (-0.7227, -0.1077, 0.0065)
H (0.3103, 2.5192, -1.0569)
H (-0.9317, 1.6078, 0.9340)
H (-0.4737, -1.8563, -0.7039)
H (1.7436, -1.3257, 1.8856)
N (-0.1506, 0.9387, 0.6174)
N (0.0692, -1.0798, -0.3031)
S (1.0544, 1.8110, -0.1553)
S (-2.3956, -0.2827, -0.0364)
S (1.6072, -1.4852, -0.0145)


The molecule C3H9N2O2P in a non-equilibrium geometry, computed with wB97M-V/def2-TZVPD.

Properties
HOMO energy: -9.38 eV
Structure (SMILES): [H]/N=C(\N)OP(C)(C)=O
Frontier orbital gap: 10.18 eV
Relative energy (zero: lowest compared OMol25 entry of this formula, charge and spin): 132.2 kJ/mol
LUMO: 0.80 eV

Cartesian coordinates (Å):
H (-1.4309, -2.7800, 0.1066)
N (-1.2801, -1.9027, 0.5862)
C (-1.3807, -0.8491, -0.0690)
N (-2.2713, -0.6423, -1.0412)
O (-0.7862, 0.2764, 0.3478)
P (0.6664, 0.5693, -0.3296)
C (1.7449, -0.6867, 0.6095)
C (0.8083, 2.2522, 0.4798)
O (0.6003, 0.4510, -1.7683)
H (-2.7211, -1.5102, -1.2741)
H (-2.2162, 0.1589, -1.7365)
H (2.7826, -0.3698, 0.7549)
H (1.1504, -0.8144, 1.5460)
H (1.8189, -1.6535, -0.0297)
H (1.6547, 2.8119, 0.1240)
H (-0.1699, 2.7788, 0.2193)
H (1.0300, 1.9102, 1.4744)


A cluster of 4 separate species, C2H12N2O4 in total in a non-equilibrium geometry, computed with wB97M-V/def2-TZVPD.

Properties
HOMO energy: -9.56 eV
Structure (SMILES): CNC(N)=O.O.O.O
Frontier orbital gap: 10.29 eV
Relative energy (zero: lowest compared OMol25 entry of this formula, charge and spin): 102.6 kJ/mol
LUMO: 0.74 eV

Cartesian coordinates (Å):
C (-1.3896, 2.6776, 2.1394)
N (-0.5053, 2.5490, 0.9968)
C (-0.4018, 1.2335, 0.4830)
N (0.8404, 0.9014, -0.0691)
O (-1.2795, 0.4812, 0.7344)
H (-1.1085, 1.9898, 3.0705)
H (-2.3991, 2.4545, 1.8695)
H (-1.6047, 3.7547, 2.5621)
H (0.2254, 3.1756, 0.9512)
H (1.6000, 1.5529, -0.1842)
H (1.0194, -0.0640, -0.3924)
O (-0.1705, -1.7495, -0.2258)
H (-0.8167, -1.0435, 0.1020)
H (-0.0370, -2.2338, 0.6178)
O (0.4418, -3.6104, -2.0916)
H (-0.2834, -3.3011, -1.4763)
H (0.0363, -3.9534, -2.8619)
O (1.9790, -1.2202, -2.0124)
H (2.7063, -1.8908, -2.1038)
H (1.1475, -1.7035, -2.1091)